(1)
Molecular formula: C19H42Cl2FN2O
Method: DFT, ωB97M-V/def2-TZVPD

Values from the calculation:
HOMO-LUMO gap: 5.43 eV

```
! wB97M-V def2-TZVPD RIJCOSX def2/J DEFGRID3
* xyz -1 1
C 4.9732 -0.7364 2.7061
C 4.6101 -0.0415 1.3900
O 5.8203 0.5068 0.8162
C 3.5769 1.0871 1.5557
C 2.1189 0.7578 1.7726
F 1.9956 0.2488 3.1509
C 1.5609 -0.2219 0.8865
Cl -0.2563 0.1739 0.2479
C 1.4855 -1.6621 1.3934
C 0.2553 -2.0949 2.1607
Cl 1.7448 -2.8337 0.0045
H 4.6921 -0.1282 3.5671
H 4.4742 -1.7023 2.8074
H 6.0517 -0.9111 2.7316
H 4.2207 -0.7885 0.6861
H 5.9083 0.1594 -0.0767
H 3.9032 1.6915 2.4130
H 3.6653 1.7405 0.6788
H 2.0857 -0.1857 -0.0655
H 2.3636 -1.8041 2.0184
H 0.0571 -1.3410 2.9248
H 0.4390 -3.0597 2.6371
H -0.6119 -2.1722 1.5071
C 2.1160 4.6116 -5.3399
C 1.2043 3.9744 -4.3014
N 1.8960 3.6263 -3.0767
C 1.1219 2.7535 -2.1989
C -0.1797 3.2895 -1.5990
C 2.6039 4.7141 -2.4234
C 1.7990 5.9634 -2.0367
H 2.9848 3.9779 -5.5248
H 1.5749 4.7433 -6.2787
H 2.4715 5.5943 -5.0265
H 0.8003 3.0414 -4.7050
H 0.3354 4.6358 -4.1419
H 1.7776 2.4386 -1.3837
H 0.8942 1.8483 -2.7693
H 0.0057 4.0178 -0.8098
H -0.6908 2.4466 -1.1382
H -0.8288 3.7453 -2.3499
H 3.4260 5.0254 -3.0741
H 3.0721 4.2932 -1.5308
H 1.1536 6.2916 -2.8541
H 2.4817 6.7843 -1.8062
H 1.1724 5.7954 -1.1629
C -4.7039 -3.4299 3.7106
C -4.7144 -2.8380 2.3092
N -3.6726 -3.3798 1.4591
C -3.4528 -2.6164 0.2422
C -4.5813 -2.5787 -0.7958
C -3.6478 -4.8241 1.3262
C -4.9124 -5.5151 0.7947
H -3.7137 -3.3293 4.1568
H -5.4237 -2.9039 4.3397
H -4.9765 -4.4865 3.7141
H -4.5294 -1.7627 2.3765
H -5.7279 -2.9488 1.8851
H -2.5427 -2.9974 -0.2278
H -3.2181 -1.5920 0.5428
H -4.6823 -3.5223 -1.3329
H -4.3662 -1.8023 -1.5320
H -5.5444 -2.3428 -0.3386
H -3.4109 -5.2513 2.3039
H -2.7983 -5.0676 0.6836
H -5.8101 -5.1341 1.2855
H -4.8588 -6.5876 0.9944
H -5.0381 -5.3836 -0.2792
*
```

***

(2)
Molecular formula: C10H9NO3
Method: DFT, ωB97M-V/def2-TZVPD

Values from the calculation:
HOMO-LUMO gap: 7.43 eV
Relative energy (zero: lowest compared OMol25 entry of this formula, charge and spin): 222.34 kJ/mol

```
! wB97M-V def2-TZVPD RIJCOSX def2/J DEFGRID3
* xyz 0 1
C -1.0619 1.5797 -2.0270
C -1.2941 1.9670 -0.6993
C -0.1419 0.5560 -2.3575
C -0.5258 1.4179 0.3273
C 0.6464 0.0046 -1.3328
C 0.3999 0.4548 -0.0018
C 1.7608 -0.8951 -1.2754
C 2.1060 -1.0112 0.0214
C -2.6409 -0.9567 -0.3251
C 0.4647 -0.8326 2.6224
N 1.3604 -0.2068 0.8009
O -2.3718 -0.9430 0.7990
O -2.9842 -0.9486 -1.4312
O 1.4196 -1.5247 3.1992
H -1.5901 1.9404 -2.8238
H -2.0230 2.7658 -0.7371
H 0.1590 0.0918 -3.4006
H -0.6406 1.6899 1.4948
H 2.3473 -1.3405 -2.1342
H 2.9148 -1.6901 0.4832
H 0.1289 0.1810 2.9775
H -0.3636 -1.3286 2.0244
H 1.9300 -0.9712 3.7958
*
```

***

no.,largest force on an atom (eV Å⁻¹),E_LUMO (eV)
1,1.1,2.7677
2,4.4,0.0854